Density functional theory data (wB97M-V/def2-TZVPD) for 4 unconnected molecules or ions with the total composition C49H80BF5N2O14S2 at a distorted geometry.

Last columns: bonded neighbours and bond lengths (Å).
Geometry (Å):
1 S -3.97 -1.10 4.13  O15 1.436, O19 1.433, C28 1.761, C40 1.868
2 S -3.41 -0.54 0.90  C66 1.780, C68 1.787
3 F -5.57 -2.75 1.84  C39 1.320
4 F -5.10 -4.69 2.64  C39 1.347
5 F -3.53 -3.64 4.56  C40 1.349
6 F -3.49 -3.44 1.93  C39 1.335
7 F -5.60 -3.00 4.68  C40 1.329
8 O 1.87 -7.69 4.66  C37 1.416, C57 1.412
9 O 2.32 0.95 0.16  C71 1.200
10 O -4.33 4.16 -2.99  B73 1.380, H138 0.963
11 O 4.65 2.61 -8.36  C43 1.418, C47 1.418
12 O -1.11 -7.28 3.53  C48 1.412, C51 1.418
13 O 2.55 3.71 -6.41  C55 1.416, C69 1.413
14 O 8.19 0.91 1.54  C24 1.411, C32 1.416
15 O -4.94 -0.36 3.36  S1 1.436
16 O 0.79 -4.91 3.99  C33 1.418, C63 1.420
17 O 6.20 -1.39 1.18  C42 1.418, C53 1.421
18 O 1.72 2.28 -9.15  C35 1.411, C65 1.417
19 O -4.04 -0.83 5.54  S1 1.433
20 O 1.61 1.84 2.07  C71 1.349, H109 0.967
21 O 7.79 -0.54 -1.28  C41 1.418, C54 1.411
22 N -3.82 2.43 5.93  C70 1.470, H84 1.014, H141 1.013
23 N -0.59 -0.29 0.23  C29 1.433, C30 1.433, H112 1.021
24 C 7.64 2.10 2.05  O14 1.411, H93 1.095, H103 1.094, H133 1.090
25 C -1.25 -1.24 5.85  C31 1.545, C50 1.521, H91 1.090, H104 1.080
26 C -6.77 1.44 -4.38  C56 1.533, C60 1.532, H96 1.089, H128 1.086
27 C -5.06 1.82 -0.24  C46 1.507, C62 1.539, H98 1.095, H129 1.085
28 C -2.34 -0.94 3.49  S1 1.761, C50 1.409, C66 1.414
29 C -0.84 -0.56 1.62  N23 1.433, C49 1.389, C66 1.384
30 C -1.39 0.80 -0.25  N23 1.433, C45 1.380, C68 1.384
31 C -0.90 0.06 6.60  C25 1.545, C58 1.531, H114 1.089, H148 1.091
32 C 8.06 -0.23 2.37  O14 1.416, C42 1.516, H134 1.095, H144 1.098
33 C 0.77 -5.58 5.24  O16 1.418, C37 1.515, H83 1.094, H113 1.092
34 C -3.32 5.35 0.58  C36 1.539, H75 1.087, H94 1.086, H108 1.088
35 C 1.41 2.79 -10.43  O18 1.411, H76 1.095, H107 1.094, H116 1.091
36 C -4.00 5.43 -0.80  C34 1.539, B73 1.588, H87 1.092, H117 1.094
37 C 1.90 -6.55 5.50  O8 1.416, C33 1.515, H89 1.095, H105 1.097
38 C -1.01 4.02 -3.55  C64 1.455, C72 1.184
39 C -4.67 -3.42 2.54  F3 1.320, F4 1.347, F6 1.335, C40 1.545
40 C -4.48 -2.89 3.98  S1 1.868, F5 1.349, F7 1.329, C39 1.545
41 C 6.38 -0.71 -1.21  O21 1.418, C53 1.515, H101 1.097, H152 1.095
42 C 7.55 -1.44 1.62  O17 1.418, C32 1.516, H78 1.094, H118 1.091
43 C 3.80 1.51 -8.11  O11 1.418, C65 1.516, H99 1.091, H137 1.093
44 C 1.68 -0.53 1.94  C49 1.506, C71 1.498, H74 1.090, H143 1.084
45 C -0.80 1.84 -0.94  C30 1.380, C52 1.385, H110 1.084
46 C -3.57 1.86 -0.50  C27 1.507, C67 1.403, C68 1.397
47 C 4.13 3.93 -8.26  O11 1.418, C55 1.516, H77 1.093, H136 1.091
48 C -2.35 -7.17 4.20  O12 1.412, H79 1.091, H80 1.094, H147 1.095
49 C 0.27 -0.68 2.45  C29 1.389, C44 1.506, C61 1.382
50 C -1.22 -1.04 4.34  C25 1.521, C28 1.409, C61 1.384
51 C -0.83 -6.23 2.62  O12 1.418, C63 1.516, H85 1.098, H135 1.095
52 C -1.57 2.90 -1.40  C45 1.385, C64 1.512, C67 1.395
53 C 5.83 -0.46 0.18  O17 1.421, C41 1.515, H115 1.091, H126 1.093
54 C 8.49 -1.59 -1.90  O21 1.411, H90 1.091, H130 1.094, H142 1.095
55 C 3.71 4.39 -6.88  O13 1.416, C47 1.516, H92 1.095, H151 1.098
56 C -8.16 1.08 -3.83  C26 1.533, H82 1.089, H121 1.087, H145 1.087
57 C 3.08 -7.99 4.02  O8 1.412, H88 1.091, H131 1.095, H149 1.094
58 C -2.05 1.02 6.93  C31 1.531, C70 1.523, H139 1.092, H140 1.083
59 C -5.53 0.40 -2.33  C60 1.539, C62 1.536, H97 1.089, H120 1.090
60 C -5.63 0.57 -3.86  C26 1.532, C59 1.539, H100 1.091, H124 1.089
61 C 0.05 -0.91 3.80  C49 1.382, C50 1.384, H150 1.080
62 C -5.93 1.62 -1.50  C27 1.539, C59 1.536, H119 1.088, H146 1.082
63 C 0.56 -5.65 2.80  O16 1.420, C51 1.516, H86 1.094, H122 1.091
64 C -0.85 4.03 -2.11  C38 1.455, C52 1.512, H106 1.095, H132 1.087
65 C 2.70 1.26 -9.13  O18 1.417, C43 1.516, H111 1.095, H123 1.097
66 C -2.12 -0.71 2.12  S2 1.780, C28 1.414, C29 1.384
67 C -2.95 2.90 -1.20  C46 1.403, C52 1.395, B73 1.588
68 C -2.76 0.83 -0.03  S2 1.787, C30 1.384, C46 1.397
69 C 2.64 3.22 -5.09  O13 1.413, H81 1.090, H102 1.095, H153 1.095
70 C -2.44 1.94 5.78  N22 1.470, C58 1.523, H125 1.089, H127 1.095
71 C 1.91 0.79 1.27  O9 1.200, O20 1.349, C44 1.498
72 C -1.07 4.03 -4.74  C38 1.184, H95 1.060
73 B -3.78 4.15 -1.72  O10 1.380, C36 1.588, C67 1.588
74 H 2.36 -0.58 2.79  C44 1.090
75 H -2.30 4.97 0.48  C34 1.087
76 H 0.63 2.19 -10.91  C35 1.095
77 H 4.96 4.58 -8.57  C47 1.093
78 H 7.58 -2.28 2.33  C42 1.094
79 H -2.27 -7.70 5.15  C48 1.091
80 H -2.60 -6.13 4.41  C48 1.094
81 H 1.97 2.36 -5.01  C69 1.090
82 H -8.76 1.99 -3.75  C56 1.089
83 H 0.87 -4.78 5.98  C33 1.094
84 H -4.46 1.80 5.46  N22 1.014
85 H -0.90 -6.63 1.61  C51 1.098
86 H 0.70 -4.92 1.99  C63 1.094
87 H -3.63 6.31 -1.33  C36 1.092
88 H 2.85 -8.53 3.10  C57 1.091
89 H 2.86 -6.03 5.41  C37 1.095
90 H 9.51 -1.60 -1.51  C54 1.091
91 H -0.43 -1.93 6.06  C25 1.090
92 H 4.55 4.27 -6.18  C55 1.095
93 H 8.37 2.63 2.68  C24 1.095
94 H -3.87 4.71 1.26  C34 1.086
95 H -1.11 4.21 -5.78  C72 1.060
96 H -6.82 1.29 -5.46  C26 1.089
97 H -6.11 -0.45 -1.99  C59 1.089
98 H -5.34 2.77 0.21  C27 1.095
99 H 3.39 1.54 -7.10  C43 1.091
100 H -4.69 1.03 -4.18  C60 1.091
101 H 5.93 0.02 -1.89  C41 1.097
102 H 2.33 3.98 -4.37  C69 1.095
103 H 6.73 1.91 2.63  C24 1.094
104 H -2.15 -1.71 6.21  C25 1.080
105 H 1.82 -6.90 6.54  C37 1.097
106 H -1.21 4.99 -1.74  C64 1.095
107 H 2.30 2.82 -11.08  C35 1.094
108 H -3.24 6.35 1.00  C34 1.088
109 H 1.40 2.57 1.48  O20 0.967
110 H 0.27 1.81 -1.10  C45 1.084
111 H 3.15 1.13 -10.12  C65 1.095
112 H -0.88 -1.11 -0.31  N23 1.021
113 H -0.20 -6.05 5.42  C33 1.092
114 H -0.43 -0.22 7.55  C31 1.089
115 H 6.01 0.56 0.50  C53 1.091
116 H 1.05 3.81 -10.31  C35 1.091
117 H -5.07 5.59 -0.66  C36 1.094
118 H 8.22 -1.71 0.81  C42 1.091
119 H -6.95 1.45 -1.14  C62 1.088
120 H -4.49 0.16 -2.12  C59 1.090
121 H -8.11 0.68 -2.82  C56 1.087
122 H 1.32 -6.42 2.65  C63 1.091
123 H 2.20 0.32 -8.87  C65 1.097
124 H -5.65 -0.40 -4.35  C60 1.089
125 H -1.80 2.82 5.79  C70 1.089
126 H 4.74 -0.56 0.10  C53 1.093
127 H -2.29 1.47 4.80  C70 1.095
128 H -6.54 2.49 -4.20  C26 1.086
129 H -5.33 1.06 0.48  C27 1.085
130 H 8.04 -2.57 -1.69  C54 1.094
131 H 3.71 -8.64 4.65  C57 1.095
132 H 0.21 4.01 -1.85  C64 1.087
133 H 7.37 2.74 1.21  C24 1.090
134 H 7.39 -0.02 3.22  C32 1.095
135 H -1.57 -5.42 2.72  C51 1.095
136 H 3.33 4.09 -8.99  C47 1.091
137 H 4.46 0.64 -8.14  C43 1.093
138 H -5.26 4.41 -2.95  O10 0.963
139 H -1.70 1.68 7.72  C58 1.092
140 H -2.92 0.52 7.34  C58 1.083
141 H -3.93 3.32 5.44  N22 1.013
142 H 8.54 -1.44 -2.99  C54 1.095
143 H 1.95 -1.35 1.28  C44 1.084
144 H 9.05 -0.47 2.77  C32 1.098
145 H -8.69 0.37 -4.44  C56 1.087
146 H -5.97 2.54 -2.07  C62 1.082
147 H -3.15 -7.62 3.61  C48 1.095
148 H -0.15 0.64 6.07  C31 1.091
149 H 3.64 -7.09 3.75  C57 1.094
150 H 0.91 -0.97 4.44  C61 1.080
151 H 3.47 5.46 -6.94  C55 1.098
152 H 6.10 -1.71 -1.55  C41 1.095
153 H 3.66 2.88 -4.85  C69 1.095

Calculated values
**2S+1**: 1
**Strongest force on any atom**: 1.9 eV Å⁻¹
**DFT total energy**: -4398.3029 Eh
**SMILES**: C#CCc1cc2c(c(CCCCCC)c1B(O)CC)Sc1c(c(CC(=O)O)cc(CCCCN)c1S(=O)(=O)C(F)(F)C(F)(F)F)N2.COCCOCCOC.COCCOCCOC.COCCOCCOC
**Net charge**: 0

Density functional theory data (wB97M-V/def2-TZVPD) for 13 unconnected molecules or ions with the total composition C49H84Cl2F6N2O23P at a distorted geometry.

Last columns: bonded neighbours and bond lengths (Å).
Geometry (Å):
1 Cl 22.81 -15.54 -11.86  O13 1.475, O21 1.467, O26 1.476, O27 1.436
2 Cl 21.52 -8.59 -19.00  O12 1.421, O14 1.410, O19 1.418, O25 1.456
3 P 28.40 -13.49 -16.53  F4 1.655, F5 1.647, F6 1.634, F7 1.665, F8 1.544, F9 1.673
4 F 29.83 -12.94 -15.90  P3 1.655
5 F 26.98 -13.98 -17.20  P3 1.647
6 F 27.80 -13.44 -15.01  P3 1.634
7 F 29.14 -13.46 -18.02  P3 1.665
8 F 28.01 -12.03 -16.80  P3 1.544
9 F 28.83 -15.10 -16.31  P3 1.673
10 O 17.63 -11.74 -15.61  C47 1.431, C49 1.448
11 O 18.31 -12.38 -10.94  C75 1.316, C80 1.452
12 O 21.88 -8.13 -20.30  Cl2 1.421
13 O 22.36 -15.56 -13.27  Cl1 1.475
14 O 22.30 -8.05 -17.96  Cl2 1.410
15 O 19.96 -14.95 -7.09  C50 1.420, C69 1.441
16 O 19.58 -10.77 -11.96  C75 1.258
17 O 22.93 -6.59 -15.30  C63 1.406, C77 1.400
18 O 24.76 -10.14 -20.88  C48 1.371, C68 1.399
19 O 21.70 -9.99 -19.05  Cl2 1.418
20 O 17.21 -10.64 -11.48  C66 1.381, C75 1.403
21 O 21.68 -16.09 -11.12  Cl1 1.467
22 O 20.25 -12.61 -6.85  C69 1.243
23 O 21.27 -5.30 -14.12  C63 1.270
24 O 21.66 -14.01 -7.96  C69 1.285, C83 1.424
25 O 20.18 -8.17 -18.61  Cl2 1.456
26 O 24.00 -16.40 -11.66  Cl1 1.476
27 O 23.10 -14.22 -11.37  Cl1 1.436
28 O 26.09 -8.68 -19.76  C68 1.365, C71 1.381
29 O 22.09 -7.35 -13.42  C63 1.345, C79 1.411
30 O 18.68 -13.45 -14.67  C47 1.317, C65 1.427
31 O 18.74 -13.41 -16.89  C47 1.204
32 O 24.71 -8.00 -21.53  C68 1.212
33 N 28.22 -17.95 -13.18  C37 1.591, C59 1.509, C72 1.509, C73 1.587
34 N 22.95 -12.04 -15.22  C40 1.495, C67 1.565, C74 1.579, C82 1.518
35 C 24.47 -8.20 -11.12  C38 1.438, C39 1.419, H85 1.080
36 C 26.24 -6.07 -11.27  C45 1.420, C57 1.384, H110 1.080
37 C 27.32 -17.26 -12.06  N33 1.591, H123 1.090, H157 1.090, H160 1.090
38 C 25.14 -7.88 -12.36  C35 1.438, C45 1.359, H149 1.080
39 C 24.56 -7.30 -10.03  C35 1.419, C57 1.405, H102 1.080
40 C 24.24 -12.46 -14.60  N34 1.495, C41 1.517, H112 1.090, H133 1.090
41 C 24.41 -11.55 -13.41  C40 1.517, C61 1.482, H144 1.090, H165 1.090
42 C 26.22 -17.23 -16.55  C60 1.552, H90 1.090, H124 1.090, H159 1.090
43 C 21.82 -17.90 -19.26  C46 1.435, C56 1.382, H115 1.080
44 C 23.26 -13.50 -17.28  C53 1.532, C82 1.606, H103 1.090, H147 1.090
45 C 26.13 -6.95 -12.38  C36 1.420, C38 1.359, H126 1.080
46 C 20.43 -18.05 -18.96  C43 1.435, C55 1.392, H95 1.080
47 C 18.39 -12.93 -15.84  O10 1.431, O30 1.317, O31 1.204
48 C 25.00 -11.10 -19.93  O18 1.371, H92 1.090, H98 1.090, H151 1.090
49 C 17.30 -10.94 -16.76  O10 1.448, H97 1.090, H99 1.090, H116 1.090
50 C 18.85 -15.01 -6.19  O15 1.420, H114 1.090, H128 1.090, H132 1.090
51 C 20.82 -15.55 -23.80  C64 1.373, C70 1.355, H119 1.080
52 C 22.36 -17.61 -16.93  C56 1.386, C58 1.406, H109 1.080
53 C 22.48 -14.28 -18.34  C44 1.532, H84 1.090, H142 1.090, H166 1.090
54 C 19.39 -15.77 -21.48  C62 1.398, C81 1.435, H94 1.080
55 C 19.95 -17.87 -17.66  C46 1.392, C58 1.418, H161 1.080
56 C 22.75 -17.74 -18.25  C43 1.382, C52 1.386, H122 1.080
57 C 25.48 -6.24 -10.13  C36 1.384, C39 1.405, H104 1.080
58 C 20.97 -17.59 -16.72  C52 1.406, C55 1.418, H118 1.080
59 C 28.68 -19.26 -12.60  N33 1.509, C76 1.564, H121 1.090, H163 1.090
60 C 26.60 -16.97 -15.07  C42 1.552, C73 1.563, H96 1.090, H158 1.090
61 C 23.06 -11.13 -12.99  C41 1.482, C67 1.569, H117 1.090, H156 1.090
62 C 19.05 -16.63 -22.52  C54 1.398, C70 1.410, H105 1.080
63 C 22.03 -6.31 -14.26  O17 1.406, O23 1.270, O29 1.345
64 C 21.06 -14.64 -22.80  C51 1.373, C81 1.378, H111 1.080
65 C 19.29 -14.74 -14.61  O30 1.427, H89 1.090, H150 1.090, H164 1.090
66 C 17.00 -9.35 -11.93  O20 1.381, H88 1.090, H108 1.090, H140 1.090
67 C 22.05 -11.84 -13.96  N34 1.565, C61 1.569, H131 1.090, H153 1.090
68 C 25.26 -8.83 -20.84  O18 1.399, O28 1.365, O32 1.212
69 C 20.71 -13.72 -7.15  O15 1.441, O22 1.243, O24 1.285
70 C 19.81 -16.45 -23.69  C51 1.355, C62 1.410, H101 1.080
71 C 26.47 -7.40 -19.41  O28 1.381, H87 1.090, H100 1.090, H129 1.090
72 C 29.51 -17.20 -13.42  N33 1.509, C78 1.529, H113 1.090, H162 1.090
73 C 27.31 -18.22 -14.45  N33 1.587, C60 1.563, H130 1.090, H139 1.090
74 C 22.86 -10.66 -15.99  N34 1.579, H137 1.090, H154 1.090, H167 1.090
75 C 18.48 -11.23 -11.56  O11 1.316, O16 1.258, O20 1.403
76 C 30.06 -18.97 -11.92  C59 1.564, C78 1.508, H143 1.090, H146 1.090
77 C 23.48 -5.54 -16.06  O17 1.400, H125 1.090, H134 1.090, H155 1.090
78 C 30.39 -17.53 -12.22  C72 1.529, C76 1.508, H136 1.090, H148 1.090
79 C 21.14 -7.52 -12.39  O29 1.411, H86 1.090, H107 1.090, H135 1.090
80 C 19.46 -13.26 -10.88  O11 1.452, H138 1.090, H141 1.090, H145 1.090
81 C 20.38 -14.74 -21.61  C54 1.435, C64 1.378, H106 1.080
82 C 22.30 -13.14 -16.04  N34 1.518, C44 1.606, H91 1.090, H152 1.090
83 C 22.46 -12.91 -8.41  O24 1.424, H93 1.090, H120 1.090, H127 1.090
84 H 23.12 -14.65 -19.14  C53 1.090
85 H 23.81 -9.05 -11.03  C35 1.080
86 H 20.79 -6.58 -11.97  C79 1.090
87 H 27.38 -7.52 -18.83  C71 1.090
88 H 17.68 -9.17 -12.76  C66 1.090
89 H 19.03 -15.22 -15.55  C65 1.090
90 H 25.61 -16.42 -16.96  C42 1.090
91 H 22.32 -14.00 -15.36  C82 1.090
92 H 24.58 -12.02 -20.35  C48 1.090
93 H 22.65 -12.13 -7.68  C83 1.090
94 H 18.80 -15.84 -20.57  C54 1.080
95 H 19.66 -18.07 -19.72  C46 1.080
96 H 26.98 -15.96 -14.90  C60 1.090
97 H 16.29 -11.25 -17.06  C49 1.090
98 H 24.44 -10.88 -19.02  C48 1.090
99 H 18.13 -10.97 -17.46  C49 1.090
100 H 26.59 -6.70 -20.24  C71 1.090
101 H 19.43 -16.94 -24.57  C70 1.080
102 H 24.08 -7.54 -9.09  C39 1.080
103 H 24.11 -14.05 -16.89  C44 1.090
104 H 25.65 -5.65 -9.24  C57 1.080
105 H 18.27 -17.36 -22.37  C62 1.080
106 H 20.60 -14.14 -20.73  C81 1.080
107 H 20.24 -7.94 -12.84  C79 1.090
108 H 16.01 -9.13 -12.32  C66 1.090
109 H 23.09 -17.32 -16.19  C52 1.080
110 H 26.97 -5.28 -11.32  C36 1.080
111 H 21.79 -13.88 -23.04  C64 1.080
112 H 23.97 -13.43 -14.18  C40 1.090
113 H 30.07 -17.61 -14.26  C72 1.090
114 H 19.01 -14.49 -5.25  C50 1.090
115 H 22.05 -18.10 -20.29  C43 1.080
116 H 17.33 -9.94 -16.35  C49 1.090
117 H 22.82 -10.08 -13.11  C61 1.090
118 H 20.73 -17.42 -15.68  C58 1.080
119 H 21.32 -15.55 -24.75  C51 1.080
120 H 23.48 -13.17 -8.70  C83 1.090
121 H 27.99 -19.69 -11.87  C59 1.090
122 H 23.81 -17.61 -18.42  C56 1.080
123 H 27.26 -16.18 -12.14  C37 1.090
124 H 27.11 -17.19 -17.19  C42 1.090
125 H 23.42 -4.61 -15.49  C77 1.090
126 H 26.66 -6.72 -13.29  C45 1.080
127 H 22.05 -12.32 -9.23  C83 1.090
128 H 18.00 -14.50 -6.64  C50 1.090
129 H 25.74 -6.85 -18.81  C71 1.090
130 H 28.06 -18.29 -15.24  C73 1.090
131 H 21.09 -11.32 -14.03  C67 1.090
132 H 18.53 -16.05 -6.16  C50 1.090
133 H 25.05 -12.42 -15.33  C40 1.090
134 H 22.84 -5.40 -16.93  C77 1.090
135 H 21.51 -8.05 -11.52  C79 1.090
136 H 30.05 -16.95 -11.36  C78 1.090
137 H 23.17 -9.84 -15.34  C74 1.090
138 H 19.98 -13.70 -11.74  C80 1.090
139 H 26.67 -19.09 -14.33  C73 1.090
140 H 17.31 -8.76 -11.07  C66 1.090
141 H 19.15 -14.20 -10.43  C80 1.090
142 H 21.66 -13.69 -18.73  C53 1.090
143 H 30.76 -19.63 -12.43  C76 1.090
144 H 24.93 -11.97 -12.55  C41 1.090
145 H 20.26 -12.95 -10.20  C80 1.090
146 H 30.20 -19.21 -10.87  C76 1.090
147 H 23.69 -12.63 -17.78  C44 1.090
148 H 31.45 -17.27 -12.35  C78 1.090
149 H 25.00 -8.48 -13.24  C38 1.080
150 H 18.94 -15.46 -13.87  C65 1.090
151 H 26.09 -11.12 -19.84  C48 1.090
152 H 21.33 -12.84 -16.45  C82 1.090
153 H 21.69 -12.78 -13.54  C67 1.090
154 H 21.79 -10.61 -16.16  C74 1.090
155 H 24.50 -5.71 -16.42  C77 1.090
156 H 22.81 -11.49 -11.98  C61 1.090
157 H 27.69 -17.60 -11.09  C37 1.090
158 H 25.62 -16.98 -14.60  C60 1.090
159 H 25.61 -18.12 -16.68  C42 1.090
160 H 26.29 -17.61 -12.05  C37 1.090
161 H 18.89 -17.85 -17.44  C55 1.080
162 H 29.31 -16.15 -13.60  C72 1.090
163 H 28.76 -20.10 -13.29  C59 1.090
164 H 20.38 -14.66 -14.50  C65 1.090
165 H 24.96 -10.64 -13.66  C41 1.090
166 H 21.92 -15.10 -17.89  C53 1.090
167 H 23.48 -10.73 -16.88  C74 1.090

Calculated values
**2S+1**: 1
**Strongest force on any atom**: 5.4 eV Å⁻¹
**DFT total energy**: -5618.0059 Eh
**Net charge**: -1